(1)
83
Properties=species:S:1:pos:R:3:forces:R:3:lowdin_charge:R:1 method="wB97M-V/def2-TZVPD" multiplicity=1 e_homo_ev=-8.3 gap_ev=7.315 charge=0
H -5.75903 2.92350 -0.41625 1.75 1.69 0.80 0.061
H -1.37524 1.98330 -4.08752 0.18 -0.08 0.02 0.103
C -0.53027 6.72295 4.36028 -0.03 -0.06 0.01 0.001
C 0.12776 4.22091 5.43475 -0.10 0.37 -0.16 -0.066
H -1.63589 3.47980 4.45755 0.02 0.35 -0.07 0.119
C -0.05013 0.48214 -3.29032 0.30 0.19 -0.13 -0.061
H -7.98391 1.01007 6.13192 -0.02 0.13 -0.21 0.108
H 5.75597 -6.57135 0.48226 -0.25 0.22 -0.09 0.111
C -0.34036 1.66652 -3.96974 0.10 -0.03 0.02 -0.079
C -8.04850 2.49611 3.07017 -0.42 0.10 0.93 -0.138
C -5.02431 3.77070 -0.07854 1.99 0.02 -0.60 -0.418
O -7.79084 3.20253 0.87423 0.40 -1.21 1.25 0.034
H -9.29434 4.20153 2.54502 0.21 -0.29 0.05 0.120
H 2.80799 2.66031 -4.77749 -0.05 -0.31 0.17 0.119
C 1.27467 0.06569 -3.14491 0.03 0.05 -0.04 0.002
O 8.59842 -6.82965 -2.63921 -1.36 -1.07 0.59 0.059
C 0.68871 2.44624 -4.50002 0.13 -0.34 0.20 -0.064
N -2.55707 5.75978 3.30137 -1.08 0.35 -0.72 -0.323
H -2.49319 5.48093 -0.04476 0.90 -2.23 0.18 0.072
C 4.89779 -9.46839 -3.97178 0.32 0.25 -0.11 -0.065
H -4.54610 5.86771 -1.77881 -0.36 -0.08 1.40 -0.107
H 7.84278 -7.12874 -4.96076 -0.15 -0.16 0.29 0.119
H -5.82089 6.35427 0.19192 1.03 -0.42 -0.63 -0.123
C 4.80834 -3.14168 -1.08757 0.03 -0.25 0.15 -0.060
C -8.26511 1.70280 5.34180 -0.11 0.27 -0.31 -0.068
C -1.34388 5.60852 4.11362 0.82 -0.09 0.56 -0.143
C 6.47736 -4.78189 -0.46223 -0.34 0.12 -0.02 -0.070
H 4.55478 -2.17940 -1.52718 0.05 -0.32 0.14 0.075
H -1.18685 4.16528 -0.62398 -2.22 0.27 1.12 0.080
H -9.68331 2.76210 6.57126 0.10 -0.01 -0.20 0.108
H 1.82068 5.22439 6.31339 -0.18 0.02 -0.14 0.109
C 5.47800 -5.61430 0.04574 -0.08 0.00 0.04 -0.007
H -4.98444 3.94773 1.08418 0.02 -0.61 -2.37 0.074
H 4.07034 -10.12278 -3.70658 0.20 0.16 0.00 0.110
N 3.69839 0.40270 -3.55504 1.29 -0.13 -0.02 -0.313
H 6.92524 -2.89897 -1.41037 -0.17 -0.13 0.07 0.111
C 5.72619 -8.95105 -2.97388 0.04 0.03 -0.02 0.003
H -10.32850 4.35494 4.78321 0.18 -0.15 -0.10 0.109
C 0.60939 6.57802 5.15373 -0.25 -0.32 -0.09 -0.066
C 3.80005 -3.96670 -0.58548 0.09 -0.06 0.03 0.002
C -9.58471 3.58675 4.58265 0.28 -0.29 -0.08 -0.067
O 7.46132 -7.92402 -1.11512 0.35 0.53 -1.64 0.050
C 5.13325 -9.15071 -5.31053 0.08 0.05 0.11 -0.073
O 4.58304 1.13059 -4.02967 -1.33 -1.19 0.77 0.070
H 1.48415 -0.86146 -2.61552 0.15 0.27 -0.19 0.117
H -2.02620 4.02611 1.10886 -0.36 0.60 -2.32 0.064
C -3.48217 3.52276 -0.67433 2.27 -1.93 -2.04 -0.375
H -2.17432 2.66101 -1.94692 -0.90 0.49 0.62 0.001
C -7.67476 1.60012 4.08061 -0.03 0.04 -0.03 0.000
H 5.53142 -9.21069 -1.93542 0.22 0.19 -0.20 0.121
N 3.08767 -6.06084 0.53880 -0.91 -0.75 0.48 -0.328
C 6.19007 -8.30890 -5.66073 -0.05 -0.08 0.40 -0.068
C 2.01746 2.04156 -4.35848 -0.01 -0.06 0.02 0.000
C -2.18142 4.34029 -0.01724 -1.35 0.36 0.30 -0.088
O 1.91489 -5.66787 0.45005 1.65 -0.62 0.15 0.055
H 4.48958 -9.56267 -6.08588 0.13 0.09 0.17 0.108
H 1.24361 7.43839 5.35646 -0.18 -0.16 -0.08 0.109
C -1.01606 4.35410 4.64506 0.00 0.06 -0.01 0.000
N -7.44815 2.37921 1.73586 0.51 -0.15 -1.15 -0.314
O 3.43176 -7.12846 1.06589 -0.56 1.49 -0.76 0.057
O 3.90985 -0.67583 -2.98223 -0.25 1.52 -0.82 0.040
H 0.45463 3.36881 -5.02693 0.11 -0.20 0.11 0.110
O -6.63659 1.46192 1.54613 -1.20 1.33 0.24 0.061
H -0.85748 -0.11856 -2.87729 0.20 0.11 -0.07 0.113
C 0.93411 5.33127 5.69067 -0.11 0.00 -0.08 -0.072
P -5.63926 5.42292 -0.90773 -0.77 -0.89 -0.33 0.732
C 7.02344 -7.78324 -4.67151 -0.02 -0.04 0.06 0.000
O -2.80261 6.88156 2.83337 0.34 -1.75 0.66 0.061
H 6.36628 -8.06474 -6.70614 0.00 -0.02 0.25 0.108
O -3.26822 4.75870 3.13360 0.92 1.38 0.23 0.033
C -8.99923 3.49574 3.31840 0.05 -0.07 0.01 0.002
H 7.51878 -5.09292 -0.41796 -0.24 -0.03 0.00 0.104
H -0.76964 7.70127 3.94926 -0.13 -0.34 0.02 0.119
C 2.30531 0.84647 -3.68494 -0.95 0.29 -0.11 -0.142
N 7.67905 -7.58345 -2.28672 0.82 0.48 0.86 -0.317
N -3.19337 2.68924 -1.72564 -1.69 2.77 3.75 0.046
C -9.21990 2.69073 5.58873 0.06 -0.01 -0.12 -0.074
H -6.93461 0.82266 3.90313 -0.18 0.27 -0.17 0.119
C 4.14063 -5.20035 -0.01376 0.70 0.60 -0.37 -0.144
C 6.14202 -3.54816 -1.02266 -0.11 -0.13 0.07 -0.060
C 6.79108 -8.11236 -3.32895 -0.59 -0.37 -0.72 -0.140
H 2.76551 -3.63547 -0.64351 0.21 -0.27 0.12 0.116
H 0.38911 3.25196 5.85437 -0.10 0.19 -0.12 0.109

=====

(2)
76
Properties=species:S:1:pos:R:3:forces:R:3:lowdin_charge:R:1 method="wB97M-V/def2-TZVPD" multiplicity=1 relative_energy_ev=0.000 e_homo_ev=-1.4 gap_ev=5.397 charge=-2
H 5.19208 -0.95869 1.25876 -0.03 0.01 -0.02 0.068
O -3.21589 5.04677 2.30141 0.05 0.03 0.03 0.088
C 6.00436 1.62053 -1.60156 -0.01 0.01 -0.01 -0.291
C -2.91655 -6.16696 0.00982 -0.01 -0.01 0.00 -0.113
C 0.32935 0.10368 2.75763 0.07 0.03 0.00 -0.024
Ti -1.94963 -0.17218 -0.59761 -0.14 -0.43 -0.39 0.944
H -3.38143 -2.24870 -2.66260 0.00 0.00 0.00 0.055
O -2.71058 0.42434 1.22300 0.30 0.13 -0.41 -0.107
C -0.15126 2.16003 4.12374 0.00 -0.01 0.00 -0.044
H 1.24977 -2.50093 0.79743 0.01 0.00 -0.01 0.027
C 0.67937 -2.05481 1.60969 0.04 0.03 0.07 -0.077
H 3.74878 -1.66390 0.49817 -0.04 -0.03 -0.02 0.055
H 1.07015 -2.41319 2.56569 0.02 0.01 0.00 0.079
H 0.90952 3.46942 -0.49876 0.01 0.04 0.00 0.080
C 2.86390 1.39065 -3.67962 0.00 0.01 -0.05 -0.100
H -4.73399 -6.27405 1.15711 0.00 0.00 0.00 0.084
C -5.47677 0.40975 -0.49432 0.03 -0.01 0.01 -0.132
H -0.34531 -2.41694 1.50773 0.04 0.02 0.05 0.073
C -3.53053 -0.42208 -1.57747 -0.03 -0.10 0.01 -0.400
H 1.97469 0.76670 -3.62964 0.04 0.04 -0.02 0.005
H -5.11084 -0.05404 0.42793 -0.01 0.00 0.01 0.082
H -5.95451 1.36048 -0.24974 -0.01 0.00 -0.01 0.083
C -0.85114 -3.09254 -0.90549 -0.24 0.28 0.05 -0.663
C -2.96172 4.01634 1.71973 -0.14 -0.11 -0.17 -0.269
C -4.11578 -1.46315 -2.48536 -0.04 0.00 0.01 -0.129
H 1.20487 2.08161 -1.54269 -0.03 0.03 0.04 0.039
C -2.73984 1.71796 1.17857 -0.07 0.14 0.25 -0.301
H -6.22211 -0.25126 -0.95644 0.00 -0.01 0.00 0.070
H -5.01436 -1.93577 -2.06235 0.00 0.00 -0.01 0.057
C 3.81979 1.12372 -2.54186 -0.01 0.03 -0.07 -0.327
C 0.72716 2.22362 1.76146 -0.08 0.00 0.05 -0.019
C -3.23452 2.61107 2.22073 0.18 -0.06 -0.15 -0.312
H -1.19889 1.91837 4.31390 -0.01 0.01 -0.02 0.075
H 3.35619 1.21996 -4.63997 0.00 0.01 -0.01 0.072
C 1.06310 0.22124 0.46398 0.06 -0.05 0.02 -0.423
H 5.27708 2.39593 -3.45851 0.00 0.00 0.00 0.114
C 5.68909 0.80188 -0.52771 -0.04 0.00 -0.02 -0.036
H 7.98154 2.03998 -0.85832 0.00 0.00 0.00 0.064
C -2.21517 2.45123 0.08541 0.02 0.34 0.19 -0.309
C -1.97766 -3.95994 -0.30943 0.02 0.05 -0.03 -0.136
H -2.86923 -7.23693 -0.16295 0.00 0.00 0.00 0.085
H 0.71099 3.30837 1.81222 0.00 0.00 0.01 0.121
H 2.53453 2.43278 -3.65756 0.00 0.00 -0.01 0.082
H -1.09560 -5.72988 -1.07177 -0.01 -0.01 0.00 0.103
H -4.81905 -3.82456 1.54169 0.00 0.00 0.00 0.095
H -0.07211 3.24441 4.04139 0.00 0.00 0.00 0.075
N -1.03888 -1.78050 -0.91216 -0.17 0.33 0.29 -0.160
H 7.19682 3.41814 -1.63094 0.00 0.00 0.00 0.073
H -4.40288 -1.02231 -3.45000 0.00 -0.01 0.00 0.063
O -3.72300 2.31958 3.30058 -0.07 0.00 0.09 0.054
Te 1.57335 -0.73249 -1.36944 0.14 0.01 0.15 1.522
H -3.08707 -2.36147 0.58394 0.00 0.01 0.00 0.086
H 7.84477 2.11205 -2.61770 0.00 0.00 0.00 0.070
C -2.29948 3.89196 0.35713 0.09 -0.17 0.12 -0.294
C 7.32848 2.33449 -1.68085 0.01 0.00 0.00 -0.070
C 4.24149 -0.73079 0.77051 -0.04 -0.01 -0.04 -0.073
O -1.87537 4.81162 -0.31825 -0.03 0.07 -0.03 0.070
C 0.70514 -0.54821 1.58620 -0.01 -0.05 0.04 -0.313
C -3.02737 -3.43267 0.43451 -0.03 0.02 -0.03 -0.038
H 2.53222 2.73886 -0.57810 -0.04 0.00 -0.01 0.085
C -4.01128 -4.25836 0.96374 0.01 -0.01 0.00 -0.093
O -1.67096 1.89661 -0.92864 0.13 -0.42 0.19 -0.079
H 3.59531 -0.23514 1.49554 -0.08 0.03 0.05 0.079
H 0.42972 1.83667 4.99144 0.01 0.00 0.00 0.071
H 0.01101 -0.49671 3.60519 0.00 0.00 -0.01 0.123
O 0.14843 -3.71571 -1.29942 0.08 -0.12 -0.16 -0.092
C 4.46473 0.14134 -0.43691 0.02 0.01 -0.09 -0.292
C 1.45747 2.53125 -0.58318 -0.07 -0.01 0.03 -0.065
O -4.40487 0.68754 -1.36949 0.02 0.01 -0.01 -0.231
C -1.93094 -5.33751 -0.50574 0.02 0.00 -0.02 -0.042
C 3.49821 0.30716 -1.44944 0.05 -0.17 0.16 -0.389
H 6.41933 0.66267 0.26503 0.00 0.00 0.00 0.103
C 0.32678 1.48556 2.86592 -0.03 0.03 -0.04 -0.266
C -3.96329 -5.62920 0.74941 0.02 0.01 0.00 -0.126
C 1.08339 1.62271 0.55767 -0.01 0.02 -0.04 -0.295
C 5.05681 1.76250 -2.60202 0.02 0.01 -0.01 -0.041

=====

(3)
85
Properties=species:S:1:pos:R:3:forces:R:3:lowdin_charge:R:1 method="wB97M-V/def2-TZVPD" multiplicity=2 relative_energy_ev=0.303 e_homo_ev="-12.3 / -12.3" gap_ev="6.968 / 7.205" s2=0.758 charge=+2
H -7.16326 1.57661 4.83754 0.07 0.04 0.01 0.125
H -6.89056 -2.46364 3.81109 0.06 -0.07 0.01 0.137
H -3.48772 -0.86012 1.13460 -0.02 0.03 0.10 0.151
H -2.50942 3.11127 -2.42150 0.05 0.01 0.03 0.111
C 0.49511 4.64999 -2.14779 -0.01 0.05 0.01 -0.068
C -4.70509 0.77016 4.39979 -0.12 0.09 0.15 0.059
H 5.09445 -1.42995 -1.99824 -0.11 -0.01 0.08 0.111
C -1.34323 -0.72559 -1.94767 0.07 -0.17 0.01 -0.096
C -5.07275 -0.66986 2.53409 -0.13 0.00 0.02 -0.185
H -0.13048 -1.59755 3.45750 0.00 -0.04 -0.07 0.116
C 3.32587 -2.65804 -1.48420 0.00 -0.15 0.00 -0.037
H -0.10453 -4.30438 3.85466 0.03 0.05 -0.10 0.104
H 0.56534 -5.30761 1.38014 -0.03 0.15 0.02 0.136
H 3.45702 -3.63601 -1.92583 -0.03 0.12 0.05 0.137
C -0.79253 4.38822 -2.58656 0.03 0.01 0.01 -0.070
C -1.74462 -1.76931 -2.76464 -0.02 -0.07 -0.04 -0.020
N 3.18137 1.91602 1.26451 -0.11 -0.05 -0.44 0.128
H -5.03694 1.15256 5.35197 0.02 -0.04 -0.06 0.090
H -8.87831 -2.92185 4.98540 0.00 -0.05 0.06 0.142
N -0.16415 -2.44552 -1.37409 0.11 0.13 -0.05 -0.004
C 1.08642 3.74277 -1.27926 0.13 0.07 -0.07 -0.457
N 0.56540 -3.27177 0.84581 -0.02 0.09 -0.05 -0.006
H 3.74080 0.41402 -0.55587 -0.03 0.15 0.07 0.096
B 0.95195 -3.22827 -0.63903 0.02 0.01 0.06 -0.474
H -9.61365 -1.37201 4.58584 -0.05 0.06 0.02 0.139
N -2.57476 1.98241 4.57449 -0.04 0.05 0.14 0.047
H -7.57623 0.55449 6.95258 0.04 -0.02 0.05 0.136
H -2.48512 -1.74498 -3.54878 0.10 -0.01 0.09 0.109
C 0.41291 -4.28632 1.70049 0.00 -0.10 0.06 -0.038
C 4.13795 -1.53917 -1.51179 0.11 0.03 -0.08 -0.019
C 0.44515 2.57815 -0.87634 -0.04 -0.27 0.14 -0.275
F -5.87007 -1.49515 1.83218 -0.02 -0.02 -0.03 0.082
O 1.17431 0.23690 2.30660 -0.14 0.08 -0.35 -0.154
H -9.22660 0.60816 6.31363 -0.05 -0.04 0.02 0.141
H -8.89864 -1.59328 6.93641 -0.09 -0.03 0.07 0.187
H -0.92130 -3.86084 -2.72574 0.02 0.15 0.06 0.138
C -2.94585 2.96682 5.60285 0.05 -0.26 0.00 -0.213
C -7.55489 -1.60622 3.85330 0.03 0.15 0.18 -0.122
C -0.87541 2.37403 -1.25181 -0.09 0.05 0.08 -0.046
H -0.60352 2.57137 4.84878 -0.03 -0.01 -0.02 0.159
C -8.22236 0.22867 6.14210 -0.01 -0.06 -0.06 -0.061
C -2.99058 0.48547 2.73448 -0.05 0.05 0.10 -0.041
C 0.07466 -3.76430 2.93875 -0.03 0.01 0.04 -0.027
C -0.75031 1.31243 3.16773 0.15 -0.29 -0.02 -0.018
C 3.44162 -0.58856 -0.78514 -0.19 -0.13 0.13 -0.090
H -1.69231 0.28911 -1.96262 0.02 -0.19 -0.03 0.086
H -4.36491 4.57894 6.03528 0.02 -0.03 -0.01 0.116
C -4.31176 3.51748 5.83454 -0.10 0.08 -0.05 -0.075
H -7.34259 -1.62802 6.41380 0.13 -0.04 0.04 0.183
H -8.50996 0.77082 4.06420 -0.02 0.04 -0.04 0.140
H 1.01736 5.54914 -2.45348 -0.04 -0.08 0.00 0.118
C -8.68453 -1.86064 4.86492 0.10 0.07 0.03 -0.065
O -1.29198 0.25068 1.13783 0.02 -0.28 -0.30 -0.064
H -5.14593 3.15340 5.25458 0.03 -0.03 0.03 0.083
C -3.66216 2.63162 6.87342 -0.01 -0.07 0.11 -0.070
N 2.23209 -2.38108 -0.77343 -0.05 0.09 0.05 -0.010
C 0.73841 1.27271 2.99213 -0.38 -0.02 -0.19 -0.535
H 1.09507 -4.33113 -1.09039 -0.03 0.18 0.02 0.131
H -8.00717 -1.48545 2.87009 -0.05 0.02 -0.11 0.135
H -2.15414 3.69167 5.69370 0.10 -0.01 -0.03 0.149
C -3.83145 -0.39813 2.05460 0.14 -0.03 -0.24 0.104
H -4.02065 1.61834 7.01334 0.01 0.10 -0.07 0.096
N 1.19783 1.73892 -0.02620 -0.66 -0.02 0.10 0.039
O 1.43893 2.10930 3.51341 0.11 -0.14 0.15 0.110
N 0.34021 -2.10016 1.46892 -0.10 -0.21 0.28 -0.033
N -8.27518 -1.28358 6.19432 -0.08 0.11 -0.18 0.067
H -1.27830 5.07551 -3.26738 0.03 -0.03 0.03 0.112
N -0.37714 -1.12968 -1.10155 -0.30 0.01 0.05 -0.020
Cr 0.57963 -0.30552 0.53772 0.86 0.16 0.30 0.923
C -1.48119 3.26978 -2.11703 0.01 0.02 0.01 -0.064
C -7.68290 0.62785 4.76647 0.04 -0.21 -0.12 -0.116
H -3.29237 3.08676 7.78347 -0.03 -0.01 -0.07 0.113
C -1.63178 0.66779 2.26944 0.19 0.18 -0.09 -0.267
N -6.79736 -0.43320 4.29492 0.01 0.06 0.04 -0.088
C 2.29507 2.35959 0.34917 0.22 0.05 0.04 -0.670
H 2.81052 1.26763 1.94817 0.16 -0.09 -0.02 0.078
C -3.43921 1.10981 3.90696 0.07 0.10 0.09 -0.086
N 2.28005 -1.09223 -0.32544 0.01 0.04 -0.14 -0.021
C -0.96319 -2.84251 -2.36321 -0.03 -0.09 -0.06 -0.037
H 3.83457 2.59061 1.62735 0.03 -0.01 -0.01 0.116
H -1.42923 1.55969 -0.80776 0.06 0.19 0.01 0.071
S 2.61754 3.86154 -0.46556 0.13 0.16 -0.01 1.149
C -1.26907 1.97471 4.23614 -0.16 0.26 0.07 0.065
C 0.04627 -2.38586 2.74274 0.04 -0.06 -0.13 -0.095
C -5.54138 -0.10947 3.73490 -0.18 -0.03 0.01 -0.124

=====

Number 1: molar mass 704.63 g/mol, electronic energy -2699.009293 Eh. Number 2: molar mass 731.09 g/mol, electronic energy -2976.295239 Eh. Number 3: molar mass 746.58 g/mol, electronic energy -3673.008250 Eh.